ORCA calculation (the ωB97M-V functional and the def2-TZVPD basis) on a structure of composition C35H54AsHfN9O7S2SeSi3 in a non-equilibrium geometry.

Geometry as XYZ:
```
113
Properties=species:S:1:pos:R:3:forces:R:3:mulliken_charge:R:1
Hf 14.8338 11.1346 12.3648 -0.960 -2.245 1.131 0.378
C 8.0555 12.0286 7.6084 0.125 0.099 -0.060 -1.657
C 8.8134 11.6346 8.8476 -0.221 -0.064 -0.168 1.273
C 8.8694 12.4880 9.9468 0.060 -0.245 -0.138 -0.978
C 9.5711 12.1247 11.0847 -0.134 -0.070 -0.151 -0.955
C 10.2287 10.9031 11.1386 -0.291 -0.234 -0.326 0.186
C 10.1181 10.0096 10.0756 -0.162 0.080 0.009 -0.238
C 9.4197 10.3839 8.9378 -0.041 0.174 0.206 -1.219
S 11.2100 10.5765 12.5779 -0.184 -0.475 -0.262 1.729
O 11.2259 11.8318 13.2551 -0.674 0.194 -0.351 -0.721
O 10.6390 9.4547 13.2713 -0.151 -0.191 -0.187 -0.758
N 12.6775 10.3038 12.0213 0.292 -0.958 -0.291 0.516
C 12.9465 9.1048 11.3215 -1.030 0.546 1.041 -0.337
C 12.4282 7.8708 11.6481 -0.327 -0.987 0.160 -0.740
C 12.8353 6.7872 10.9086 -0.204 -0.324 0.000 -0.795
C 13.7593 6.9337 9.8790 0.257 -0.244 -0.198 -0.916
C 14.2487 8.1923 9.6377 -0.249 -0.535 0.018 -0.424
N 13.7881 9.2128 10.3335 0.098 0.115 -0.604 0.591
H 7.9971 13.1092 7.5065 -0.021 0.111 0.035 0.393
H 7.0384 11.6493 7.6250 -0.181 -0.096 0.077 0.349
H 8.5235 11.6407 6.7061 0.074 -0.089 -0.044 0.388
H 8.3520 13.4348 9.9092 -0.047 0.161 0.014 0.394
H 9.6205 12.7964 11.9225 0.101 0.104 0.249 0.459
H 10.5713 9.0286 10.1060 0.080 0.018 0.118 0.548
H 9.3478 9.7016 8.1040 0.005 -0.116 -0.103 0.417
H 11.7378 7.7724 12.4677 -0.007 -0.034 0.051 0.642
H 12.4315 5.8082 11.1400 0.066 0.019 -0.002 0.463
H 14.1114 6.0968 9.2923 -0.033 -0.056 0.087 0.449
H 15.0033 8.3991 8.8833 -0.106 0.043 0.103 0.420
N 12.6850 14.0048 11.0956 -0.537 -0.395 0.159 -0.378
N 12.2057 13.2582 10.0034 -0.126 0.310 -0.201 0.011
C 12.8560 12.1743 9.5982 0.555 -0.017 0.218 -0.959
N 12.4016 11.4830 8.5533 -0.135 0.136 -0.280 -0.039
N 13.9463 11.8436 10.2996 0.690 -0.256 -1.173 0.524
N 14.7564 10.8631 9.7414 1.978 1.718 0.597 0.577
O 14.8438 10.6037 8.5723 -0.058 -0.145 -1.156 -0.941
O 15.8043 10.7209 10.5134 -0.723 -0.056 -1.720 -0.170
H 12.2526 13.6319 11.9499 0.210 0.350 0.011 0.025
H 12.3533 14.9567 10.9695 0.098 -0.080 0.041 0.317
H 11.2328 13.3401 9.7471 -0.086 -0.063 -0.065 0.262
H 11.6284 11.8527 8.0262 -0.038 -0.009 0.059 0.371
H 13.0333 10.8362 8.1004 -0.113 0.029 0.163 0.152
Se 15.7335 8.9750 12.9650 0.169 -0.565 0.162 -0.757
N 14.7239 12.3503 20.1911 0.135 -0.035 -0.431 -0.563
C 15.0449 12.1619 19.1006 -0.048 0.047 0.282 -0.377
C 15.4269 11.8818 17.7329 -0.055 0.171 0.883 0.483
C 15.1014 10.6615 17.1923 0.051 -0.417 -0.261 -0.715
C 15.3815 10.4402 15.8572 0.077 0.403 -0.159 -0.867
N 15.9258 11.3739 15.0738 0.180 0.204 0.227 0.430
C 16.3399 12.4994 15.6580 -0.018 0.071 -0.458 -0.331
C 16.1063 12.8114 16.9750 0.256 0.030 0.089 -0.712
H 14.5964 9.9129 17.7736 -0.091 -0.156 0.133 0.614
H 15.1282 9.5293 15.3362 -0.040 -0.178 0.159 0.686
H 16.8149 13.2339 15.0133 -0.059 -0.182 0.088 0.233
H 16.3794 13.7701 17.3782 0.077 0.153 0.051 0.523
C 18.9332 11.1738 14.1538 -0.037 0.285 -0.407 -0.903
Si 18.7564 11.9519 12.4606 -0.157 0.047 -0.130 0.253
C 18.9622 10.5231 11.2501 -0.061 0.486 0.207 -0.945
C 20.1824 13.1828 12.2255 -0.508 -0.482 -0.050 -1.098
As 16.5519 13.0529 12.1449 3.105 2.633 -0.718 0.225
Si 16.9319 13.7179 9.7589 -0.036 0.186 0.253 1.176
C 18.4045 14.9050 9.5961 -0.479 -0.204 0.170 -1.277
C 17.3417 12.3889 8.4747 -0.384 0.052 0.626 -1.311
C 15.3900 14.6279 9.0963 0.495 -0.249 0.362 -1.127
Si 16.7909 15.4028 13.1102 -0.270 -0.210 -0.214 1.254
C 15.5886 16.3827 12.0389 0.350 -0.186 0.145 -0.823
C 16.2653 15.7053 14.8964 0.088 -0.176 -0.424 -0.943
C 18.4860 16.2719 13.0832 -0.517 -0.468 -0.222 -1.562
H 19.8925 10.6627 14.1077 0.183 -0.161 0.091 0.542
H 18.1461 10.4505 14.3248 -0.124 -0.203 0.003 0.112
H 18.9604 11.8760 14.9750 0.019 0.222 0.234 0.253
H 19.8925 10.0403 11.5510 0.111 -0.120 -0.029 0.557
H 19.0471 10.8166 10.2087 0.079 0.034 -0.024 0.280
H 18.1508 9.8099 11.3599 -0.131 -0.120 0.034 0.071
H 21.0717 12.6467 12.5427 0.285 -0.120 0.003 0.435
H 20.1049 14.0644 12.8405 -0.108 0.308 0.229 0.211
H 20.3159 13.4913 11.1945 0.009 0.022 -0.151 0.263
H 19.3171 14.3539 9.4051 0.191 -0.127 -0.086 0.367
H 18.5886 15.5781 10.4205 -0.081 0.119 0.150 0.057
H 18.1707 15.5076 8.7191 0.109 0.083 -0.170 0.442
H 17.9071 11.5353 8.8309 0.079 0.039 0.015 0.219
H 17.9139 12.9203 7.7240 0.202 0.087 -0.296 0.558
H 16.4336 12.0051 8.0213 0.020 0.011 -0.108 0.262
H 15.6859 15.6275 8.7747 -0.096 0.026 -0.052 0.574
H 14.5836 14.6988 9.8194 -0.012 0.016 0.064 -0.175
H 15.0383 14.0677 8.2348 -0.130 -0.024 -0.224 0.532
H 14.5980 15.9436 12.0654 -0.244 -0.128 0.125 0.026
H 15.8728 16.4744 10.9961 0.181 0.012 -0.126 0.283
H 15.5426 17.3806 12.4711 -0.085 0.185 0.010 0.529
H 15.3645 15.1957 15.2235 0.067 0.009 -0.088 -0.028
H 16.0687 16.7794 14.8940 0.047 0.138 0.110 0.556
H 17.0818 15.5126 15.5901 0.073 -0.008 0.085 0.308
H 19.0198 16.3291 12.1392 0.001 -0.029 0.039 0.413
H 19.1465 15.8759 13.8494 0.077 -0.015 0.088 0.408
H 18.1915 17.2823 13.3739 0.121 0.137 0.055 0.319
C 11.0537 9.3993 18.7338 -0.161 -0.180 0.171 -1.718
C 11.4326 10.2756 17.5762 -0.103 0.124 0.116 1.129
C 12.0617 9.7668 16.4488 -0.235 -0.011 0.227 -1.368
C 12.4804 10.6123 15.4398 0.166 -0.237 0.031 -0.444
C 12.2684 11.9727 15.5425 -0.053 0.388 0.168 1.075
C 11.5952 12.5034 16.6360 0.213 -0.176 -0.094 -1.156
C 11.1894 11.6491 17.6395 -0.032 -0.165 0.129 -0.941
S 13.0610 13.1369 14.4666 -1.652 0.865 1.216 1.209
O 12.2111 14.0872 13.8153 -0.779 0.736 0.414 -1.019
O 14.0711 13.6846 15.2853 1.007 1.361 1.680 -0.392
O 13.7157 12.3383 13.4515 0.691 -1.104 -1.294 1.352
H 11.0776 8.3448 18.4707 0.051 -0.086 -0.100 0.398
H 10.0514 9.6124 19.1098 0.004 0.100 -0.097 0.418
H 11.7331 9.5388 19.5756 0.097 0.059 0.002 0.299
H 12.2428 8.6994 16.3551 -0.025 0.092 0.026 0.408
H 12.9993 10.1434 14.6101 -0.042 0.324 -0.058 0.207
H 11.4259 13.5686 16.7260 0.035 0.015 -0.077 0.562
H 10.6977 12.0593 18.5086 -0.097 0.021 0.130 0.430
```
Positions in Å, forces in eV/Å.

- energy (eV) = -237710.3930
- E_LUMO (eV) = -0.51
- gap between HOMO and LUMO (eV) = 6.29
- relative energy (zero: lowest compared OMol25 entry of this formula, charge and spin) (kcal/mol) = 83.6

=====

ORCA calculation (the ωB97M-V functional and the def2-TZVPD basis) on the molecule C2H3N3 in a non-equilibrium geometry.

Geometry as XYZ:
```
8
Properties=species:S:1:pos:R:3:forces:R:3:mulliken_charge:R:1
N -0.6017 0.1048 0.6713 0.153 0.612 0.935 0.184
C 0.6923 -0.2813 0.6937 -0.016 0.132 0.111 -0.024
N 1.2415 -0.1199 -0.4905 -0.963 -0.278 -0.219 -0.486
C 0.1799 0.3964 -1.2281 -0.921 -0.906 0.655 0.013
N -0.9155 0.5877 -0.5141 -0.588 -0.358 0.436 -0.568
H -1.3561 -0.0042 1.3212 0.222 0.092 0.594 0.217
H 1.1304 -0.6626 1.6050 0.230 0.050 -0.203 0.375
H -0.3709 -0.0208 -2.0585 1.883 0.656 -2.310 0.287
```
Positions in Å, forces in eV/Å.

- energy (eV) = -6591.0346
- E_LUMO (eV) = 0.86
- gap between HOMO and LUMO (eV) = 10.67
- SMILES = c1nc[nH]n1
- relative energy (zero: lowest compared OMol25 entry of this formula, charge and spin) (kcal/mol) = 35.5

=====

> What is the formula in the second record?

C2H3N3

=====

> Number 1 is which compound?

C35H54AsHfN9O7S2SeSi3